[1]
Density functional theory data (ωB97M-V with the def2-TZVPD basis set) for an isolated molecule of C21H27FN4OS.

Each line ends with the natural charge from an NBO analysis.
Cartesian coordinates (Å):
C  -3.031  -0.826  -1.401  -0.61
C  -2.002  -0.672  -2.514  -0.41
C  -2.247  0.607  -3.321  -0.23
N  -1.026  1.072  -3.960  -0.46
C  -0.573  0.260  -5.072  -0.20
C  -1.405  0.334  -6.362  -0.42
C  -0.832  -0.585  -7.433  -0.60
C  -1.001  2.497  -4.227  -0.22
C  -0.886  3.303  -2.917  -0.24
N  -0.082  2.601  -1.948  -0.59
C  -0.632  2.100  -0.815  0.64
O  -1.734  2.425  -0.408  -0.63
C  0.204  1.150  -0.067  -0.29
C  -0.096  0.644  1.161  -0.14
C  0.872  -0.284  1.615  -0.19
C  1.237  -1.179  2.656  0.20
C  0.582  -1.481  3.918  -0.16
C  0.795  -2.720  4.525  -0.15
C  0.190  -3.043  5.723  -0.23
C  -0.646  -2.133  6.351  -0.19
C  -0.863  -0.892  5.780  -0.28
C  -0.250  -0.581  4.582  0.42
F  -0.455  0.652  4.072  -0.33
N  2.358  -1.813  2.325  -0.26
N  2.755  -1.376  1.125  -0.17
C  3.950  -1.871  0.510  -0.41
C  1.888  -0.460  0.663  -0.01
S  1.701  0.494  -0.748  0.37
H  -2.977  0.022  -0.722  0.22
H  -4.037  -0.872  -1.815  0.20
H  -2.849  -1.736  -0.834  0.21
H  -1.002  -0.614  -2.078  0.21
H  -2.034  -1.548  -3.165  0.19
H  -3.065  0.448  -4.042  0.17
H  -2.573  1.380  -2.627  0.21
H  -0.542  -0.775  -4.727  0.20
H  0.456  0.561  -5.300  0.18
H  -1.415  1.361  -6.732  0.19
H  -2.435  0.042  -6.150  0.20
H  0.193  -0.304  -7.669  0.20
H  -1.422  -0.525  -8.345  0.21
H  -0.833  -1.618  -7.091  0.20
H  -1.883  2.856  -4.782  0.18
H  -0.115  2.693  -4.837  0.19
H  -1.862  3.460  -2.453  0.23
H  -0.445  4.282  -3.131  0.20
H  0.761  2.178  -2.304  0.39
H  -0.975  0.945  1.698  0.26
H  1.448  -3.418  4.026  0.23
H  0.368  -4.009  6.170  0.22
H  -1.124  -2.385  7.285  0.22
H  -1.497  -0.157  6.251  0.23
H  3.719  -2.334  -0.452  0.21
H  4.384  -2.610  1.180  0.24
H  4.661  -1.058  0.349  0.21

Values from the calculation:
DFT total energy in Ha: -1608.73488
Structure (SMILES): CCCN(CCC)CCNC(=O)c1cc2c(-c3ccccc3F)nn(C)c2s1
LUMO in eV: 0.5
Highest occupied orbital energy in eV: -8.2

[2]
Density functional theory data (ωB97M-V with the def2-TZVPD basis set) for a structure of composition C31H48N6O8P2S2V.

Each line ends with the Mulliken spin population.
Cartesian coordinates (Å):
V  -0.405  0.051  -0.530  1.94
O  -2.449  2.532  -3.118  0.01
C  -2.075  1.635  -2.391  0.00
O  -1.222  1.722  -1.423  0.01
C  -2.646  0.240  -2.500  0.03
C  -3.730  -0.160  -3.262  -0.01
C  -4.201  -1.458  -3.092  0.01
C  -3.611  -2.304  -2.158  -0.01
C  -2.528  -1.825  -1.442  0.04
N  -2.070  -0.600  -1.652  -0.05
C  -1.801  -2.523  -0.310  0.00
O  -2.125  -3.640  0.043  0.01
O  -0.896  -1.772  0.223  -0.01
H  -4.189  0.542  -3.943  0.00
H  -5.051  -1.800  -3.668  0.00
H  -3.979  -3.301  -1.962  0.00
C  1.024  -1.651  3.641  0.00
N  1.299  -2.364  2.398  0.00
C  1.066  -3.797  2.446  0.00
P  1.929  -1.500  1.181  0.00
O  1.238  -0.226  0.864  -0.01
O  1.851  -2.536  -0.070  0.00
P  1.524  -2.262  -1.608  0.00
O  0.838  -0.974  -1.900  0.00
N  3.011  -2.217  -2.320  0.00
C  3.793  -3.449  -2.307  0.00
C  3.237  -1.362  -3.483  0.00
N  0.601  -3.561  -1.982  0.00
C  -0.113  -3.547  -3.255  0.00
C  0.733  -4.889  -1.393  0.00
N  3.516  -1.201  1.442  0.00
C  4.374  -2.246  1.983  0.00
C  4.200  -0.243  0.579  0.00
H  0.007  -1.880  3.968  0.00
H  1.098  -0.576  3.482  0.00
H  1.723  -1.944  4.429  0.00
H  0.029  -3.983  2.732  0.00
H  1.729  -4.276  3.173  0.00
H  1.223  -4.242  1.472  0.00
H  3.717  -3.936  -1.334  0.00
H  4.841  -3.206  -2.480  0.00
H  3.472  -4.155  -3.080  0.00
H  2.660  -0.448  -3.375  0.00
H  2.963  -1.858  -4.419  0.00
H  4.298  -1.110  -3.527  0.00
H  -0.281  -2.521  -3.581  0.00
H  -1.085  -4.025  -3.117  0.00
H  0.434  -4.089  -4.032  0.00
H  1.472  -4.886  -0.598  0.00
H  1.055  -5.610  -2.149  0.00
H  -0.228  -5.199  -0.978  0.00
H  3.793  -2.934  2.595  0.00
H  5.144  -1.799  2.613  0.00
H  4.866  -2.813  1.185  0.00
H  3.465  0.380  0.072  0.00
H  4.797  -0.765  -0.176  0.00
H  4.864  0.384  1.177  0.00
N  -1.527  0.783  1.083  -0.02
S  -1.861  2.330  1.336  0.01
C  -1.884  2.527  3.104  0.00
C  -0.915  3.341  3.669  0.00
C  -0.868  3.478  5.050  0.00
C  -1.783  2.803  5.842  0.00
C  -2.753  1.990  5.264  0.00
C  -2.811  1.851  3.889  0.00
C  -3.602  2.550  0.959  0.01
C  -4.340  1.484  0.480  0.01
C  -5.670  1.690  0.135  0.00
C  -6.235  2.948  0.266  0.00
C  -5.477  4.013  0.740  0.00
C  -4.151  3.819  1.085  0.00
H  -1.621  0.232  1.929  0.01
H  -0.206  3.858  3.033  0.00
H  -0.120  4.114  5.503  0.00
H  -1.749  2.913  6.918  0.00
H  -3.469  1.475  5.890  0.00
H  -3.576  1.241  3.425  0.00
H  -3.870  0.513  0.382  0.00
H  -6.261  0.864  -0.238  0.00
H  -7.270  3.107  -0.009  0.00
H  -5.921  4.994  0.835  0.00
H  -3.551  4.646  1.446  0.00
C  1.974  3.114  -3.499  0.00
C  0.977  3.683  -2.506  0.00
S  1.106  2.955  -0.854  0.01
O  1.273  1.458  -1.048  0.01
C  2.781  3.486  -0.427  0.00
C  2.990  3.376  1.074  0.00
H  1.691  3.409  -4.508  0.00
H  1.971  2.025  -3.447  0.00
H  2.987  3.472  -3.315  0.00
H  -0.053  3.489  -2.807  0.00
H  1.085  4.760  -2.359  0.00
H  2.920  4.507  -0.784  0.00
H  3.451  2.830  -0.985  0.00
H  2.343  4.072  1.610  0.00
H  4.023  3.611  1.331  0.00
H  2.770  2.368  1.428  0.00

Values from the calculation:
DFT total energy in Ha: -4563.76700
Charge: +1
Multiplicity: 3
⟨S²⟩: 2.01
LUMO (spin up / spin down) in eV: -1.9 / -2.1
Highest occupied orbital energy (spin up / spin down) in eV: -10.8 / -11.2

[3]
Density functional theory data (ωB97M-V with the def2-TZVPD basis set) for a cluster of 8 separate species, C15H43BrN13O7 in total.

Each line ends with the Mulliken charge.
Cartesian coordinates (Å):
Br  12.796  15.321  27.513  -0.86
C  9.795  19.401  24.799  -1.86
C  10.283  19.296  26.265  1.16
C  9.786  20.556  26.986  -1.09
C  8.347  20.413  27.480  -0.79
C  8.162  19.170  28.341  -0.67
C  8.544  17.939  27.524  0.99
N  9.891  18.065  26.947  1.40
O  10.212  16.947  26.144  0.13
C  8.636  16.772  28.541  -1.33
C  7.438  17.549  26.537  -1.50
C  11.826  19.387  26.217  -1.76
H  8.712  19.506  24.701  0.34
H  10.089  18.544  24.191  0.28
H  10.276  20.285  24.382  0.55
H  10.402  20.799  27.854  0.33
H  9.784  21.394  26.290  0.40
H  7.606  20.424  26.676  0.40
H  8.112  21.324  28.049  0.42
H  7.103  19.102  28.590  0.47
H  8.738  19.254  29.266  -0.12
H  8.747  15.815  28.027  0.33
H  9.496  16.895  29.204  0.04
H  7.753  16.722  29.183  0.41
H  7.218  18.379  25.863  0.35
H  7.770  16.718  25.923  0.11
H  6.568  17.175  27.074  0.46
H  12.155  20.104  25.469  0.39
H  12.201  18.405  25.911  0.38
H  12.234  19.608  27.198  0.32
H  11.055  16.640  26.535  -0.31
C  13.952  12.563  24.508  0.62
O  12.894  12.073  24.858  -0.55
N  14.814  11.905  23.647  -0.46
N  14.394  13.767  24.983  -0.19
H  15.756  12.232  23.568  0.14
H  14.432  11.110  23.175  0.24
H  13.839  14.276  25.664  -0.07
H  15.314  14.084  24.741  0.16
C  16.188  16.039  30.076  0.59
O  16.984  16.231  30.987  -0.70
N  16.229  14.924  29.263  -0.33
N  15.167  16.895  29.781  -0.11
H  15.438  14.754  28.662  0.19
H  16.787  14.148  29.565  0.21
H  14.535  16.673  29.032  0.03
H  14.988  17.720  30.330  0.14
C  12.588  11.084  28.601  0.50
O  12.464  10.189  29.420  -0.72
N  13.773  11.293  27.936  -0.25
N  11.599  11.992  28.296  -0.08
H  13.911  12.014  27.252  0.14
H  14.519  10.687  28.217  0.18
H  10.816  12.082  28.919  0.22
H  11.883  12.834  27.817  -0.04
C  9.063  13.446  24.959  0.44
O  8.416  12.433  24.684  -0.73
N  10.060  13.429  25.895  0.08
N  8.822  14.650  24.358  -0.23
H  10.440  12.535  26.154  0.20
H  10.598  14.266  26.057  -0.05
H  8.247  14.691  23.540  0.18
H  9.435  15.431  24.530  0.10
C  12.052  18.724  30.811  0.39
O  13.218  18.870  31.149  -0.73
N  11.671  17.967  29.737  0.55
N  11.017  19.200  31.589  -0.32
H  12.433  17.550  29.229  -0.21
H  10.722  17.920  29.409  -0.26
H  11.225  19.606  32.478  0.21
H  10.077  19.076  31.267  0.13
C  11.295  14.031  31.293  0.58
O  11.106  13.580  32.414  -0.72
N  12.507  14.466  30.857  -0.01
N  10.266  14.162  30.377  -0.18
H  13.338  14.413  31.413  0.15
H  12.614  14.786  29.901  -0.03
H  10.455  14.741  29.574  -0.03
H  9.342  14.119  30.761  0.26

Values from the calculation:
DFT total energy in Ha: -4410.25633
Charge: -1
LUMO in eV: 2.2
Highest occupied orbital energy in eV: -6.8

[4]
Density functional theory data (ωB97M-V with the def2-TZVPD basis set) for a structure of composition C19H33AlF9N2O7.

Each line ends with the Mulliken charge.
Cartesian coordinates (Å):
N  -0.174  -1.783  4.850  -0.83
C  -0.861  -0.729  5.282  0.14
C  -2.440  -0.960  5.563  -0.66
Al  -3.543  -0.367  3.906  -0.31
C  -5.119  0.748  4.598  -0.59
C  -5.203  2.253  4.031  -0.51
O  -4.072  2.633  3.183  -0.12
C  -3.605  3.914  3.643  -0.94
C  -2.215  4.392  2.978  0.77
F  -1.657  5.341  3.914  -0.33
F  -2.595  5.195  1.839  -0.31
C  -1.210  3.210  2.607  0.75
F  -1.687  2.437  1.509  -0.21
F  -1.226  2.302  3.720  -0.24
C  0.318  3.633  2.413  0.52
F  1.033  2.410  2.170  -0.27
F  0.921  4.168  3.597  -0.28
C  0.622  4.583  1.160  0.12
F  1.819  4.061  0.543  -0.25
F  -0.364  4.572  0.152  -0.23
C  -4.225  -2.142  3.043  0.44
O  -4.404  -3.202  3.726  -0.61
N  -4.559  -2.225  1.566  -0.39
C  -4.523  -0.860  1.026  0.57
O  -3.535  -0.447  0.399  -0.44
F  -5.671  -0.038  1.186  -0.24
H  -0.860  -2.568  4.793  0.30
H  -0.383  0.299  5.433  0.28
H  -2.713  -0.288  6.445  0.23
H  -2.658  -2.042  5.873  0.36
H  -2.643  0.357  2.829  -0.06
H  -5.057  0.777  5.753  0.31
H  -6.075  0.190  4.310  0.33
H  -6.203  2.326  3.454  0.18
H  -5.328  2.955  4.933  0.28
H  -4.401  4.687  3.312  0.28
H  -3.476  4.005  4.771  0.46
H  0.919  5.643  1.501  0.23
H  -3.811  -2.730  1.068  0.31
C  3.656  -1.356  -1.171  -0.69
O  4.264  -0.091  -1.380  -0.41
C  4.251  0.298  -2.754  0.22
C  3.149  1.316  -3.030  -0.59
O  1.856  0.734  -2.876  -0.39
C  1.250  1.083  -1.637  -0.78
H  3.499  -1.488  -0.099  0.30
H  2.688  -1.434  -1.675  0.30
H  4.319  -2.150  -1.528  0.29
H  4.149  -0.576  -3.405  -0.31
H  5.217  0.765  -2.962  0.38
H  3.228  1.643  -4.072  0.44
H  3.259  2.198  -2.390  0.28
H  0.906  2.121  -1.672  0.28
H  1.933  0.948  -0.795  0.38
H  0.384  0.434  -1.487  0.30
C  3.053  -5.448  -6.972  -0.72
O  2.638  -5.125  -5.654  -0.38
C  3.724  -4.695  -4.833  -0.76
C  3.741  -3.178  -4.686  -0.14
O  4.041  -2.540  -5.927  -0.41
C  2.880  -2.018  -6.559  -0.62
H  2.163  -5.548  -7.595  0.24
H  3.693  -4.671  -7.402  0.31
H  3.588  -6.402  -6.971  0.32
H  4.678  -5.062  -5.225  0.36
H  3.571  -5.140  -3.846  0.39
H  4.537  -2.902  -3.987  0.26
H  2.792  -2.811  -4.278  0.34
H  2.550  -1.113  -6.040  0.20
H  2.065  -2.747  -6.585  0.32
H  3.141  -1.755  -7.587  0.25

Values from the calculation:
DFT total energy in Ha: -2521.01886
Charge: -1
LUMO in eV: 2.3
Highest occupied orbital energy in eV: -5.4

| no. | strongest force on any atom (Eh/bohr) |
| --- | --- |
| 1 | 0.020 |
| 2 | 0.016 |
| 3 | 0.039 |
| 4 | 0.091 |